[1]
{
  "formula": "C5H11NO",
  "method": "wB97M-V/def2-TZVPD",
  "symbols": ["C", "C", "C", "C", "C", "N", "H", "H", "H", "H", "H", "H", "H", "H", "H", "O", "H", "H"],
  "coordinates": [[0.9271, -0.1825, -1.3678], [-0.1216, -1.0285, -1.3240], [-1.3275, -0.6363, -0.4130], [-0.8173, -0.7757, 0.9581], [-1.4321, -1.4942, 1.9204], [-1.1770, -1.3599, 3.3190], [1.7414, -0.6476, -2.0959], [1.1895, 0.6512, -0.7718], [-0.3016, -1.8756, -2.0345], [-1.6237, 0.3992, -0.6213], [-2.2996, -1.0449, -0.6675], [0.2327, -0.4832, 1.0750], [-2.3619, -1.9847, 1.5955], [-1.5430, -1.9033, 4.0366], [-0.4823, -0.7320, 3.6844], [2.9719, 4.2627, -2.7315], [3.0004, 3.7629, -1.9614], [3.4246, 5.0725, -2.6004]],
  "mulliken_charge": [-0.70, -0.18, -0.55, -0.39, -0.12, -0.42, 0.19, 0.35, 0.29, 0.26, 0.41, 0.26, 0.28, 0.16, 0.16, -0.61, 0.30, 0.32],
  "smiles": "C=CC/C=C/N.O"
}

***

[2]
{
  "formula": "C33H43N8NaO3S2",
  "method": "wB97M-V/def2-TZVPD",
  "symbols": ["Na", "O", "C", "C", "C", "C", "C", "C", "C", "O", "N", "N", "C", "C", "C", "C", "C", "C", "C", "O", "H", "H", "H", "H", "H", "H", "H", "H", "H", "H", "C", "C", "N", "C", "S", "N", "N", "C", "C", "C", "C", "C", "C", "C", "N", "H", "H", "H", "H", "H", "H", "H", "H", "H", "H", "H", "H", "H", "C", "C", "C", "C", "N", "C", "S", "N", "C", "C", "C", "C", "H", "H", "H", "H", "H", "H", "H", "H", "H", "H", "H", "H", "H", "H", "H", "H", "H", "H", "H", "H"],
  "coordinates": [[-0.4719, 0.2524, -0.3920], [-3.1279, 4.8899, 1.0927], [-2.1034, 4.9233, 1.9460], [-2.1433, 5.8323, 3.0109], [-1.1010, 5.9061, 3.9195], [0.0075, 5.0738, 3.7875], [0.0495, 4.1707, 2.7335], [-0.9809, 4.0754, 1.8076], [-0.8537, 3.0627, 0.6970], [0.1614, 2.3391, 0.6402], [-1.8935, 3.0777, -0.1437], [-1.8140, 2.1110, -1.1277], [-2.6509, 2.2297, -2.0818], [-2.7659, 1.3520, -3.2465], [-3.6163, 1.7852, -4.2681], [-3.8067, 1.0899, -5.4499], [-3.1067, -0.1149, -5.6175], [-2.2683, -0.5866, -4.6354], [-2.0493, 0.1009, -3.3895], [-1.2863, -0.3931, -2.5121], [-2.8640, 4.1520, 0.4035], [-3.0145, 6.4704, 3.1011], [-1.1552, 6.6165, 4.7379], [0.8222, 5.1256, 4.4998], [0.8848, 3.4953, 2.5944], [-3.3403, 3.0848, -2.0658], [-4.1448, 2.7238, -4.1152], [-4.4748, 1.4639, -6.2163], [-3.2335, -0.6883, -6.5318], [-1.7415, -1.5272, -4.7562], [1.6431, -0.2950, 5.2542], [1.0444, -1.6907, 5.1135], [-0.1695, -1.7242, 4.3149], [-0.1249, -1.4914, 2.9408], [-1.5786, -0.9734, 2.2073], [1.0546, -1.7616, 2.4031], [1.1448, -1.4927, 1.0767], [2.2044, -1.9099, 0.4830], [3.2904, -2.7110, 1.1530], [2.3295, -1.5999, -0.9629], [3.1428, -2.3655, -1.7968], [3.2077, -2.0554, -3.1460], [2.4662, -0.9934, -3.6316], [1.6836, -0.2824, -2.7312], [1.6300, -0.5635, -1.4353], [2.5654, -0.3254, 5.8417], [1.8683, 0.1093, 4.2674], [0.9417, 0.3828, 5.7458], [1.7673, -2.3540, 4.6429], [0.8048, -2.1039, 6.0977], [-0.9785, -1.2775, 4.7205], [3.2147, -2.5686, 2.2279], [3.1840, -3.7825, 0.9448], [4.2771, -2.4023, 0.8008], [3.6978, -3.2050, -1.3982], [3.8233, -2.6492, -3.8124], [2.4720, -0.7278, -4.6800], [1.0556, 0.5352, -3.0624], [-4.3455, -6.5637, 0.3937], [-5.5067, -5.5985, 0.6267], [-5.1367, -4.3925, 1.4877], [-4.1284, -3.4468, 0.8310], [-2.7534, -3.8161, 1.1210], [-1.8004, -3.9062, 0.1618], [-2.0711, -3.7981, -1.4815], [-0.5291, -4.0177, 0.6384], [-0.1747, -4.6890, 1.8749], [-0.4434, -6.1914, 1.8436], [-0.0855, -6.8850, 3.1549], [1.4180, -6.9396, 3.4219], [-4.6676, -7.4278, -0.1924], [-3.9480, -6.9282, 1.3448], [-3.5347, -6.0743, -0.1496], [-6.3423, -6.1318, 1.0926], [-5.8696, -5.2369, -0.3405], [-4.7280, -4.7372, 2.4441], [-6.0456, -3.8310, 1.7242], [-4.2845, -2.4220, 1.1809], [-4.2512, -3.4392, -0.2516], [-2.4035, -3.3710, 1.9666], [0.1210, -4.1203, -0.1268], [-0.7093, -4.2329, 2.7113], [0.8784, -4.4724, 2.0559], [0.1219, -6.6400, 1.0185], [-1.5016, -6.3439, 1.6168], [-0.4898, -7.9015, 3.1478], [-0.5820, -6.3645, 3.9806], [1.9386, -7.4214, 2.5903], [1.6412, -7.5029, 4.3303], [1.8381, -5.9398, 3.5402]],
  "mulliken_charge": [0.87, -0.72, 0.29, -0.67, -0.26, -0.75, -0.45, 0.39, 0.69, -0.90, -0.71, 0.06, -0.62, 0.69, -0.58, -0.69, -0.35, -0.62, 0.02, -0.32, 0.59, 0.37, 0.33, 0.38, 0.45, 0.14, 0.27, 0.34, 0.33, 0.39, -1.12, -0.38, -0.04, -0.16, -0.45, -0.47, 0.55, 0.68, -2.04, 0.28, -0.70, -0.38, -0.87, -0.12, -0.04, 0.37, 0.27, 0.30, 0.11, 0.45, 0.27, 0.39, 0.26, 0.51, 0.32, 0.38, 0.39, 0.49, -0.81, -0.52, -0.64, -0.86, 0.28, -0.54, -0.31, 0.60, -1.14, 0.49, -0.63, -1.12, 0.38, 0.19, 0.13, 0.35, 0.27, 0.29, 0.32, 0.27, 0.53, 0.02, 0.23, 0.35, 0.24, 0.33, -0.46, 0.36, 0.33, 0.28, 0.37, 0.24],
  "total_charge": -2
}

***

Total energy, respectively: -327.0078; -2905.8929 a.u..
Gap between HOMO and LUMO, respectively: 0.316; 0.188 Ha.
Energy above the lowest of the compared OMol25 structures with the same formula, charge and spin, respectively: 324.33; 0.00 kJ/mol.